Computed, not measured: 2 unconnected molecules or ions with the total composition C2H5PS, with ωB97M-V with the def2-TZVPD basis set.

```
9
Properties=species:S:1:pos:R:3:mulliken_spin:R:1
C -0.72316 1.13493 -1.17914 0.40
C -0.57889 -0.44504 0.69167 0.84
P 1.16029 -0.21713 0.52210 0.03
S 0.65549 1.75680 -1.61587 0.57
H -1.70207 1.59542 -1.54707 0.09
H -0.97360 -1.48441 0.45896 0.01
H -1.02826 0.17751 1.37061 0.01
H 1.43750 -1.46317 -0.18691 0.00
H 1.75269 -1.05491 1.48564 0.05
```

## Properties
Kohn-Sham gap (alpha / beta)   6.46 / 7.00 eV
F_max   3.7 eV/A
Calculated total energy   -818.496775 Ha
Spin multiplicity   3
Charge   0
⟨S²⟩   2.0145
ΔE to the lowest compared entry with this formula, charge and spin   65.1 kcal per mole

***

Computed, not measured: a molecular structure, C6H16Cl6O6P2S2, with ωB97M-V with the def2-TZVPD basis set.

```
38
Properties=species:S:1:pos:R:3:mulliken_charge:R:1
O 4.04938 -0.63010 0.50236 -0.45
S 3.89884 0.65197 -0.00886 0.61
O 4.57460 1.60992 1.15339 -0.25
S 5.31962 3.00896 0.53374 -0.04
O 2.28948 0.99216 0.21470 -0.14
P 1.89045 2.44643 -0.52794 0.02
P -0.29690 2.47688 -0.54510 0.75
O -0.76563 2.53147 -1.88744 -0.46
O -0.90839 1.27818 0.28344 -0.42
O -0.75719 3.77800 0.26195 -0.49
H 5.23523 2.75526 -0.78451 0.16
H 2.18086 3.42444 0.45764 0.03
H -1.81499 1.56328 0.53253 0.31
H 0.02432 4.30929 0.49838 0.32
Cl 1.30391 4.30192 -5.95728 -0.19
C -0.10615 3.26347 -6.29979 -0.41
C -0.43442 2.35158 -5.14759 -0.32
Cl 0.80928 1.09853 -4.90740 -0.20
H 0.10572 2.70253 -7.20616 0.32
H -0.94852 3.92581 -6.49077 0.29
H -1.37108 1.83362 -5.34575 0.29
H -0.53602 2.89805 -4.21415 0.25
Cl -0.39307 -4.20101 0.52824 -0.21
C -0.23033 -2.42416 0.51090 -0.51
C 0.73550 -1.92882 1.55671 -0.02
Cl 0.10569 -2.15692 3.20906 -0.22
H -1.21994 -1.99656 0.64642 0.31
H 0.12947 -2.14884 -0.47885 0.33
H 0.90194 -0.86125 1.42503 -0.05
H 1.69338 -2.43727 1.48885 0.37
Cl -4.40817 -2.59141 4.61002 -0.20
C -3.15526 -3.71445 4.01468 0.02
C -3.14699 -5.01343 4.77476 -0.46
Cl -2.58768 -4.80613 6.45487 -0.19
H -2.19583 -3.21117 4.07865 -0.07
H -3.37424 -3.90643 2.96557 0.28
H -2.46139 -5.70977 4.29525 0.30
H -4.13549 -5.46406 4.80446 0.34
```

## Properties
Kohn-Sham gap   9.63 eV
F_max   3.3 eV/A
Calculated total energy   -4929.922123 Ha
Charge   0

***

Computed, not measured: a molecular structure, C3H8BrHfO3S, with ωB97M-V with the def2-TZVPD basis set.

```
17
Properties=species:S:1:pos:R:3:mulliken_charge:R:1
Hf -6.76286 -4.56923 -7.08026 1.78
Br -5.49070 -3.77032 -3.18440 0.07
O 1.48319 -0.77543 -0.67758 -0.40
S 0.38389 -0.82357 0.28398 1.20
O -0.08502 -2.06671 0.88898 -0.42
O 0.66468 0.15792 1.53770 -0.14
C 1.21332 1.42811 1.25313 -0.22
C 2.70287 1.38821 1.67903 -0.94
C -1.02899 0.09322 -0.41526 -0.82
H 0.65748 2.08472 1.92247 0.38
H 1.14991 1.74846 0.21321 0.36
H 3.02263 2.40969 1.47301 0.36
H 3.27330 0.74502 1.00894 0.35
H 2.79028 1.14529 2.73802 0.35
H -1.64114 -0.52128 -1.07540 0.35
H -0.63946 0.94905 -0.96656 0.36
H -1.69336 0.37686 0.40099 0.38
```

## Properties
Kohn-Sham gap   1.71 eV
F_max   2.2 eV/A
Calculated total energy   -3363.356265 Ha
Charge   +3
ΔE to the lowest compared entry with this formula, charge and spin   112.2 kcal per mole

***

Computed, not measured: 2 unconnected molecules or ions with the total composition CH5OP, with ωB97M-V with the def2-TZVPD basis set.

```
8
Properties=species:S:1:pos:R:3:mulliken_charge:R:1
C 1.15576 0.24208 -0.16817 -0.92
O -2.15834 -0.74451 0.41312 -0.46
P -1.53302 0.56985 -0.30392 0.22
H 1.54042 1.08406 0.49943 0.24
H 1.60350 0.10155 -1.20931 0.24
H 1.15896 -0.66587 0.33686 0.31
H -2.14014 -1.64546 0.14350 0.33
H -1.81315 1.34532 0.91660 0.04
```

## Properties
Kohn-Sham gap (alpha / beta)   8.17 / 8.17 eV
F_max   2.8 eV/A
Calculated total energy   -457.585317 Ha
Charge   0
ΔE to the lowest compared entry with this formula, charge and spin   60.2 kcal per mole

***

Computed, not measured: a single NPS molecule, with ωB97M-V with the def2-TZVPD basis set.

```
3
Properties=species:S:1:pos:R:3:mulliken_charge:R:1
N -0.29003 -0.78744 -0.00254 -0.20
P -0.85890 0.64098 0.00133 0.33
S 1.14893 0.14647 0.00121 -0.13
```

## Properties
Kohn-Sham gap   7.31 eV
F_max   2.9 eV/A
Calculated total energy   -794.221431 Ha
Charge   0
ΔE to the lowest compared entry with this formula, charge and spin   0.0 kcal per mole

***

Computed, not measured: 4 unconnected molecules or ions with the total composition CH11N3O3, with ωB97M-V with the def2-TZVPD basis set.

```
18
Properties=species:S:1:pos:R:3:mulliken_spin:R:1
N -1.28291 -1.61757 -1.74617 -0.59
C -0.48963 -0.61826 -1.24623 4.29
N -0.84346 0.64348 -1.67139 -0.48
N 0.51542 -0.79697 -0.45364 -0.82
H -1.62300 -1.56445 -2.71351 -0.49
H -0.97558 -2.54718 -1.46491 -0.29
H -0.15854 1.33356 -1.38159 -0.31
H -1.08491 0.71005 -2.66403 -0.16
H 0.79985 -1.76957 -0.42502 0.03
H -1.73070 1.43509 4.15799 0.00
H -1.73481 1.92295 2.74942 0.00
O -2.35070 1.74595 3.47506 0.02
H 3.32116 0.44538 -1.10764 -0.08
H 2.78416 -0.64375 -0.21461 0.02
O 3.60231 -0.35052 -0.64274 0.15
H 0.94920 0.74844 2.33162 -0.07
H 0.22804 0.23033 1.07991 -0.10
O 0.07411 0.69304 1.93748 -0.12
```

## Properties
Kohn-Sham gap (alpha / beta)   3.08 / 9.24 eV
F_max   1.1 eV/A
Calculated total energy   -434.676206 Ha
Spin multiplicity   2
Charge   -1
⟨S²⟩   0.7506
ΔE to the lowest compared entry with this formula, charge and spin   0.0 kcal per mole

***

Computed, not measured: a molecular structure, C26H20BrHgN4SSe2, with ωB97M-V with the def2-TZVPD basis set.

```
55
Properties=species:S:1:pos:R:3:mulliken_charge:R:1
Hg 1.13771 0.70776 0.38884 1.50
Se 3.60849 1.91832 1.27864 -0.44
Se 2.66971 -1.47997 3.37336 -0.40
C 1.03881 -0.61854 3.64080 -0.15
C 0.47452 -0.56836 4.94393 -0.77
C -0.76194 -0.02162 5.15649 -0.21
C -1.48175 0.48434 4.06858 -1.08
C -0.88036 0.43333 2.83559 -0.11
N 0.34640 -0.07238 2.61116 0.17
C 4.11768 0.34094 0.42452 0.12
C 5.44847 -0.10747 0.33518 -0.66
C 5.72658 -1.29846 -0.29269 -0.12
C 4.69026 -2.05075 -0.84636 -0.88
C 3.41033 -1.55542 -0.73142 -0.40
N 3.13297 -0.40331 -0.12195 -0.05
H 1.05235 -0.98816 5.75469 0.37
H -1.18095 0.00717 6.15644 0.34
H -2.47149 0.90672 4.17740 0.43
H -1.39506 0.80539 1.95730 0.48
H 6.23073 0.49130 0.77855 0.39
H 6.74986 -1.65176 -0.35229 0.35
H 4.86999 -2.99513 -1.34107 0.40
H 2.55938 -2.09522 -1.13152 0.39
Br 1.35446 0.85963 -2.83407 -0.15
C 0.14042 2.32613 -2.78834 0.71
C -0.21940 2.80198 -4.01760 -0.64
C -1.06396 3.92223 -4.13050 -0.55
C -1.50386 4.54040 -3.00188 -0.91
C -1.14731 4.05991 -1.71720 1.22
C -1.62405 4.74075 -0.57229 -0.84
C -1.28406 4.30365 0.67072 -1.01
C -0.49538 3.14444 0.81474 -0.10
C -0.03002 2.41055 -0.25224 -0.69
C -0.31817 2.90434 -1.56251 0.12
H 0.16587 2.32064 -4.90564 0.40
H -1.33635 4.29102 -5.11120 0.38
H -2.13780 5.41791 -3.06209 0.33
H -2.24702 5.61653 -0.71328 0.33
H -1.62848 4.82800 1.55428 0.38
H -0.25983 2.82832 1.82449 0.56
S -2.90367 1.02761 -1.84452 -0.04
C -2.47652 0.41726 -0.51127 0.01
N -1.12367 -5.66625 -0.78751 -0.58
C -0.71731 -4.35781 -0.56296 1.00
C -0.03418 -3.99882 0.59488 -0.91
C 0.38766 -2.69142 0.75821 -0.05
N 0.17521 -1.73565 -0.14840 0.42
C -0.47492 -2.08269 -1.25844 -0.59
C -0.93333 -3.36066 -1.51356 -0.81
H -1.21852 -6.23233 0.03942 0.23
H -1.88722 -5.77796 -1.43344 0.22
H 0.17802 -4.72620 1.36905 0.35
H 0.95004 -2.40377 1.64283 -0.16
H -0.63552 -1.29516 -1.98350 0.36
H -1.45082 -3.57799 -2.44054 0.31
```

## Properties
Kohn-Sham gap   5.54 eV
F_max   0.2 eV/A
Calculated total energy   -9150.284726 Ha
Charge   -1
ΔE to the lowest compared entry with this formula, charge and spin   12.5 kcal per mole

***

Computed, not measured: 2 unconnected molecules or ions with the total composition CH5N3O2S, with ωB97M-V with the def2-TZVPD basis set.

```
12
Properties=species:S:1:pos:R:3:mulliken_charge:R:1
C 2.02755 0.55372 -0.18698 -0.46
N 1.79295 -0.73958 0.30092 0.12
N 0.91490 -1.43291 0.55747 -0.14
N -2.86142 -0.73497 0.30820 -0.53
O -1.09836 1.05854 0.74101 -0.54
O -1.18660 -0.07997 -1.45548 -0.52
S -1.27805 -0.17728 -0.00623 0.77
H 1.12292 1.16565 -0.15806 0.27
H 2.37613 0.44900 -1.21619 0.24
H 2.83532 0.99090 0.40074 0.26
H -3.13406 -1.51629 -0.26658 0.26
H -3.11013 -0.84889 1.27746 0.26
```

## Properties
Kohn-Sham gap (alpha / beta)   6.75 / 8.49 eV
F_max   2.1 eV/A
Calculated total energy   -753.926944 Ha
Charge   0
ΔE to the lowest compared entry with this formula, charge and spin   69.4 kcal per mole

***

Computed, not measured: a single C20H24ClN3OS molecule, with ωB97M-V with the def2-TZVPD basis set.

```
50
Properties=species:S:1:pos:R:3:mulliken_charge:R:1
S -2.71762 -2.52008 0.28598 -0.40
C -1.85594 -1.27617 -0.38838 0.57
N -2.34970 -0.00805 -0.48994 0.04
C -3.63415 0.45521 -0.18432 0.67
C -3.74904 1.75950 0.29396 -0.46
C -4.99114 2.29290 0.57633 -0.65
C -6.13390 1.53477 0.38189 -0.44
C -6.02266 0.24607 -0.11077 -0.71
C -4.78406 -0.29548 -0.40195 -0.31
H -4.71005 -1.29592 -0.79290 0.42
H -6.90942 -0.34676 -0.27771 0.36
H -7.10455 1.94963 0.60764 0.37
H -5.06584 3.30310 0.95107 0.36
H -2.85562 2.35137 0.44653 0.38
H -1.66524 0.73509 -0.53570 0.01
N -0.59227 -1.45639 -0.85579 0.37
C 0.04498 -2.75084 -0.76993 -1.54
H 0.54142 -2.95874 -1.72100 0.35
H -0.74116 -3.49446 -0.61822 0.55
C 1.03498 -2.85956 0.39423 -0.84
N 2.17326 -1.96745 0.25033 0.82
C 2.83534 -1.70833 1.51890 -0.97
C 3.94760 -0.68122 1.30713 -0.29
O 4.88777 -1.12405 0.35773 -0.45
C 4.25270 -1.40204 -0.86550 -0.55
C 3.16238 -2.45997 -0.69438 -0.75
H 2.69218 -2.65363 -1.65982 0.39
H 3.62352 -3.39886 -0.33827 0.34
H 5.03172 -1.75478 -1.54361 0.39
H 3.80186 -0.48114 -1.26743 0.20
H 4.50088 -0.51859 2.23341 0.39
H 3.50056 0.26733 0.97510 0.08
H 2.10777 -1.30684 2.22636 0.52
H 3.27138 -2.63119 1.94043 0.38
H 0.50652 -2.59175 1.31152 0.37
H 1.34988 -3.91298 0.48316 0.43
C 0.17368 -0.37988 -1.43808 -2.61
C 0.72292 0.63623 -0.45760 1.94
C 1.56507 1.62587 -0.95171 -1.05
C 2.08588 2.58251 -0.09827 0.05
C 1.77672 2.57524 1.25351 -0.64
C 0.93896 1.58879 1.74074 -1.16
C 0.41436 0.62494 0.89548 0.17
H -0.22989 -0.13967 1.30049 0.58
H 0.69123 1.57148 2.79114 0.46
H 2.18886 3.32641 1.90783 0.44
Cl 3.14173 3.79788 -0.72967 -0.22
H 1.81652 1.64956 -2.00137 0.46
H 1.02003 -0.82946 -1.96029 0.44
H -0.43455 0.13898 -2.19378 0.72
```

## Properties
Kohn-Sham gap   8.62 eV
F_max   0.8 eV/A
Calculated total energy   -1874.407551 Ha
SMILES   S=C(Nc1ccccc1)N(CCN1CCOCC1)Cc1cccc(Cl)c1
Charge   0
ΔE to the lowest compared entry with this formula, charge and spin   3.4 kcal per mole

***

- Which value of charge does entry 3 give?
  +3

***

- Among the records above, which one has the highest charge?
  C3H8BrHfO3S

***

- Among the records above, which one has the highest F_max?
  C2H5PS

***

- F_max of number 6 (CH11N3O3)?
  1.1 eV/A